No. 1
This record from OMol25 describes 5 unconnected molecules or ions with the total composition C29H70ClNO18P5 in a non-equilibrium geometry. The level of theory is wB97M-V/def2-TZVPD.

Structure (XYZ):
```
124
Properties=species:S:1:pos:R:3
Cl 1.270 2.473 -1.434
P -3.014 -1.618 7.083
P 2.708 1.807 -0.001
P -4.305 4.715 -1.490
P -9.669 1.071 -4.616
P 9.420 -5.211 -3.967
O -5.907 4.807 -0.858
O -2.870 4.486 -2.384
O -4.355 6.285 -1.973
O 6.185 -2.557 -0.556
O -2.165 -2.754 8.031
O 9.063 -4.004 -2.789
O -10.787 -0.038 -4.151
O -2.421 -2.127 5.774
O -3.667 4.555 -0.115
O 2.086 2.243 1.519
O -4.414 -2.394 7.452
O -10.383 2.216 -3.578
O 10.562 -4.258 -4.667
O -9.027 -0.059 -5.751
O -8.412 0.976 -3.758
O 10.019 -6.173 -2.947
O 9.503 -6.281 -5.294
O -3.866 -0.398 6.217
N 5.721 -1.459 -0.028
C 3.622 -0.597 1.222
C 1.461 -0.842 -0.331
C 5.366 -2.090 2.349
C 5.931 0.965 -0.577
C 0.026 -0.861 1.928
C -10.533 1.852 -2.209
C 10.770 -6.813 -5.641
C -6.773 3.748 -1.285
C 5.310 -0.420 -1.028
C 2.829 -0.078 -0.066
C 3.951 -3.141 0.501
C -2.335 -4.130 7.733
C -5.553 -2.325 6.602
C 11.347 -3.352 -3.902
C -1.419 1.247 2.669
C -1.027 2.731 2.270
C -1.779 5.354 -2.124
C 6.036 -0.783 -2.406
C -8.852 0.463 -7.074
C 7.664 -3.709 -2.643
C -0.178 0.303 3.009
C 0.544 4.738 2.657
C -5.082 7.266 -1.245
C 4.630 -1.780 0.945
C -10.526 -1.435 -4.216
C -3.491 0.934 6.561
C 0.188 -0.303 0.441
C -0.172 3.504 3.359
C 3.765 -0.389 -1.353
H 5.572 -1.671 -2.909
H 7.539 -2.956 -1.857
H 3.599 0.487 -2.051
H 11.321 -7.161 -4.768
H -6.118 -1.418 6.820
H 0.072 0.810 0.456
H 12.255 -3.132 -4.464
H -6.897 3.778 -2.370
H 7.114 -4.613 -2.358
H -6.130 7.246 -1.548
H -11.203 -1.939 -3.526
H 2.979 -3.229 1.073
H 5.310 -3.180 2.608
H -2.421 1.080 6.382
H 3.367 -1.328 -1.816
H 7.052 0.918 -0.546
H -9.500 -1.666 -3.932
H 7.146 -0.878 -2.262
H -11.388 1.185 -2.085
H 0.042 5.021 1.688
H 6.467 -1.857 2.222
H 7.265 -3.311 -3.581
H 1.619 -1.907 0.031
H 3.677 -3.185 -0.590
H 5.598 1.733 -1.334
H -2.131 1.331 3.548
H 4.572 -4.027 0.799
H 10.799 -2.419 -3.764
H -3.724 1.136 7.611
H 2.866 -0.993 1.958
H -7.748 3.877 -0.815
H -1.943 6.321 -2.602
H -1.608 5.490 -1.056
H -2.277 -4.327 6.663
H 4.137 0.262 1.758
H 5.900 0.111 -3.092
H -4.996 7.116 -0.169
H 5.534 1.235 0.436
H -3.287 -4.488 8.128
H -8.175 1.324 -7.056
H 1.627 4.552 2.438
H -6.358 2.779 -0.985
H 11.358 -6.069 -6.182
H 0.769 0.853 3.245
H -10.732 2.765 -1.643
H -1.990 3.319 2.156
H 1.238 -0.947 -1.436
H -0.886 4.904 -2.562
H -8.419 -0.314 -7.703
H -0.941 -1.451 1.977
H -2.052 0.844 1.820
H 0.487 5.638 3.326
H 10.598 -7.663 -6.305
H 0.835 -1.573 2.241
H -0.460 -0.251 3.959
H -6.191 -3.182 6.819
H -10.732 -1.800 -5.222
H -0.506 2.801 1.280
H 11.625 -3.776 -2.937
H 4.959 -1.412 3.143
H -5.272 -2.354 5.550
H -9.635 1.387 -1.804
H -4.054 1.629 5.938
H -9.817 0.761 -7.494
H 0.537 2.849 3.931
H -0.710 -0.697 -0.128
H -0.885 3.941 4.124
H 2.558 1.764 2.220
H -1.531 -4.675 8.231
H -4.675 8.246 -1.496
```

Properties
Energy = -4722.568862 hartree
ΔE to the lowest compared entry with this formula, charge and spin = 0.0 kJ/mol
2S+1 = 2
LUMO (spin up / spin down) = -2.9653 / -2.9653 eV
Max |F| = 9.64 eV/Å
HOMO energy (spin up / spin down) = -8.50 / -8.50 eV
Gap between HOMO and LUMO (spin up / spin down) = 5.53 / 5.54 eV
Charge = 0

=====

No. 2
This record from OMol25 describes 9 unconnected molecules or ions with the total composition C29H73BrNO12P. The level of theory is wB97M-V/def2-TZVPD.

Structure (XYZ):
```
117
Properties=species:S:1:pos:R:3
Br -1.173 3.628 0.542
P 0.848 3.216 -0.306
O 10.482 -2.033 5.492
O 6.942 -0.555 1.471
O 1.726 2.712 0.981
O -2.768 1.230 -1.374
O -4.942 5.532 -4.794
O -3.196 2.263 -3.379
O 1.873 -1.729 0.896
O -0.051 0.632 -0.189
O -0.711 -3.366 0.345
O -6.820 -0.544 -8.047
O -9.631 -0.291 -2.962
O 2.823 0.506 5.646
N -4.536 3.860 -2.095
C -7.218 4.834 -5.100
C -1.300 -5.352 -0.908
C -3.911 3.082 -2.670
C 3.223 -1.358 1.192
C 10.507 0.240 6.318
C -0.933 -0.328 -0.761
C -2.846 1.010 -2.725
C 8.740 -1.518 2.777
C 2.318 -1.853 5.864
C 8.970 -1.164 0.298
C -7.695 0.225 -7.221
C -8.749 -1.211 -0.905
C -7.001 0.600 -5.921
C -8.982 0.043 -1.735
C -7.682 0.780 -2.012
C 3.240 -0.172 2.141
C 3.172 -0.513 7.813
C -6.651 7.241 -4.631
C 3.209 -0.700 6.304
C -6.205 5.950 -5.302
C -1.357 -4.636 0.434
C 12.505 -1.266 6.577
C -0.720 -5.470 1.534
C -2.383 0.086 -0.622
C 0.494 1.579 -1.092
C 11.314 -0.894 5.706
C -8.174 1.459 -7.969
C 8.020 -1.495 1.439
C 3.983 -1.051 -0.088
H 2.696 -0.401 3.057
H 13.171 -0.415 6.723
H -0.768 -4.944 2.488
H -0.652 -0.572 -1.788
H 5.020 -0.796 0.129
H -8.096 -1.906 -1.442
H 9.781 -1.890 0.235
H 9.546 -2.252 2.788
H -2.396 -4.424 0.690
H -7.184 1.078 -1.088
H 4.235 -0.892 5.987
H -0.203 1.794 -1.904
H -7.326 2.099 -8.231
H 0.334 -5.651 1.312
H 10.151 -2.323 6.348
H 8.439 -1.151 -0.654
H -1.221 -6.433 1.642
H -7.667 1.160 -5.263
H 1.452 -0.971 0.468
H 12.165 -1.609 7.558
H -0.831 -1.215 -0.142
H 1.278 -1.654 6.135
H -6.759 7.089 -3.553
H -2.512 0.370 0.420
H -1.759 -4.743 -1.687
H 3.815 0.315 8.112
H -8.871 2.043 -7.366
H 8.049 -1.756 3.584
H -7.608 7.586 -5.028
H 4.262 0.103 2.406
H -3.042 -0.769 -0.803
H 9.659 0.494 5.681
H 2.356 -1.978 4.782
H 3.965 -1.909 -0.763
H -6.999 0.145 -2.584
H -6.662 -0.295 -5.397
H -8.197 5.097 -5.505
H -0.262 -5.531 -1.199
H 1.448 1.235 -1.503
H -1.817 -6.312 -0.868
H 9.169 -0.536 2.994
H -5.055 5.363 -3.850
H -6.116 1.213 -6.119
H -7.871 1.674 -2.607
H 0.217 -3.513 0.123
H -8.545 -0.423 -7.007
H -6.871 3.921 -5.586
H 1.173 2.625 1.769
H 3.671 -2.225 1.681
H 7.557 -2.466 1.257
H 10.108 -0.059 7.292
H 13.072 -2.078 6.123
H -3.619 0.285 -2.999
H 11.666 -0.597 4.717
H 2.754 0.693 1.681
H -9.670 0.704 -1.207
H -5.909 8.024 -4.780
H 2.156 -0.275 8.142
H 7.317 0.317 1.631
H -8.670 1.174 -8.897
H -9.045 -0.877 -3.453
H 3.498 -1.414 8.334
H -8.284 -0.973 0.052
H 11.118 1.133 6.457
H -7.332 4.613 -4.036
H 9.407 -0.172 0.444
H -6.057 0.006 -8.256
H 3.520 -0.211 -0.616
H -6.059 6.128 -6.369
H 2.623 -2.790 6.333
H 1.917 0.706 5.904
H -1.894 0.727 -3.174
H -9.691 -1.726 -0.717
```

Properties
Energy = -5021.686962 hartree
LUMO = 0.3935 eV
SMILES string = N#COCOCCOCP(O)Br.CC(C)O.CC(C)O.CC(C)O.CC(C)O.CC(C)O.CC(C)O.CC(C)O.CC(C)O
Max |F| = 0.70 eV/Å
HOMO energy = -9.16 eV
Gap between HOMO and LUMO = 9.55 eV
Charge = 0